1.
A molecular structure, C30H40AlBe2BrCl3F6IKN3O8. Source: the Open Molecules 2025 dataset; level of theory: wB97M-V/def2-TZVPD.

Geometry as XYZ:
```
96
Properties=species:S:1:pos:R:3:forces:R:3
C 1.194969 4.328509 -0.840271 -0.1 -1.0 -0.3
C 0.557662 3.640324 0.396962 -0.2 1.7 -0.2
O 1.493543 3.032088 1.268364 -0.2 -0.4 -0.4
C 2.228358 2.002365 0.649047 0.0 -1.5 0.0
C 1.314884 0.842520 0.109995 0.0 1.9 -1.0
O 2.046313 -0.378716 0.070992 -0.6 0.1 0.6
C 1.463760 -1.469926 0.684853 0.4 -2.0 -0.7
C 2.267259 -2.662719 0.138423 0.0 0.8 0.4
N 2.893251 -3.545892 -0.267375 -0.2 0.1 0.0
C -0.024730 -1.788278 0.323218 0.2 -0.6 0.4
C -0.428417 -1.585998 -1.123519 -0.9 0.9 -0.8
C 0.302248 -2.058991 -2.250340 -0.2 0.1 -1.4
C -0.123573 -1.814151 -3.655062 2.0 -1.1 1.5
C -1.238824 -1.112454 -3.904304 -1.2 1.2 0.4
C -1.994201 -0.649879 -2.785349 0.0 1.4 0.0
C -1.601640 -0.868152 -1.392519 -0.3 0.9 -0.3
C -2.524429 -0.284447 -0.341824 0.0 -0.2 0.1
C 1.701495 -1.555188 2.265769 1.0 -1.2 0.1
I 0.575313 -0.120880 3.422545 0.2 0.4 -0.3
C 3.157477 -1.270015 2.506553 -0.7 0.3 -0.2
N 4.289647 -1.077672 2.607555 -1.0 0.2 0.4
C 1.337420 -3.053661 2.810499 0.0 1.6 1.1
C 0.417597 -3.004691 4.062924 -0.6 -0.6 -0.1
O -0.747969 -3.131567 3.906760 0.0 0.0 -0.2
F 0.919154 -2.878998 5.288326 0.7 0.0 -0.8
H 0.525484 5.092489 -1.264939 0.2 -0.3 0.3
H 1.362632 3.567870 -1.628469 0.1 0.4 0.2
H 2.169253 4.782389 -0.613082 -0.4 -0.1 0.1
H -0.276873 2.976018 0.089392 0.5 -0.1 0.1
H 0.083982 4.450815 0.982500 0.2 -0.5 0.0
H 2.843748 2.330589 -0.204825 -0.1 0.2 0.4
H 2.896863 1.534558 1.391775 -0.2 0.5 -0.1
H 1.081416 1.117163 -0.940657 0.0 -0.5 0.4
H 0.353671 0.838143 0.645711 0.5 -0.4 0.1
H -0.680128 -1.268983 1.036947 0.1 -0.1 -0.5
H -0.167947 -2.866306 0.534625 0.0 0.5 -0.1
H 1.243448 -2.650817 -2.122160 -0.3 0.1 -0.5
H 0.489748 -2.178505 -4.514565 -0.1 -0.1 0.8
H -1.548861 -0.908572 -4.960722 0.0 -0.4 0.0
H -2.927069 -0.068362 -2.984737 -0.5 -1.0 0.4
H -1.984815 0.097530 0.543928 -0.1 0.0 -0.5
H -3.193869 -1.076123 0.056420 0.3 0.3 -0.3
H -3.163311 0.526800 -0.731100 0.5 -0.6 0.2
H 2.320887 -3.645694 3.246091 -0.5 0.4 -0.4
H 0.802210 -3.666310 2.078107 0.6 0.0 0.2
F 1.368050 -2.278886 -5.900097 -0.7 0.4 -0.7
Al 0.716728 -1.372709 -7.218342 0.7 -0.4 -1.3
F 1.718044 -0.049283 -7.614578 -1.0 -0.4 0.2
F -0.846672 -0.746064 -6.708790 0.2 0.2 0.5
F 0.524694 -2.381924 -8.570768 -0.1 0.6 0.9
O -4.306799 2.059719 -0.121768 -0.2 0.1 0.2
C -4.680637 2.519241 0.920904 -0.2 0.5 -0.2
O -4.903004 1.684791 1.961362 0.3 -0.3 0.1
C -5.192325 2.100215 3.289991 -0.3 -0.1 -0.3
C -6.668467 2.397348 3.456659 -0.1 -1.6 -0.9
C -4.985606 3.989568 1.059273 0.2 0.1 0.3
H -4.533875 2.961556 3.597978 -1.1 -0.9 -0.5
H -4.922755 1.262506 3.934716 0.1 0.0 -0.1
H -6.993279 3.224391 2.810517 0.1 -0.2 -0.1
H -6.890598 2.657235 4.485572 0.6 -4.3 -1.6
H -7.262789 1.526201 3.178739 0.1 0.0 0.0
H -5.978639 4.185020 0.651702 0.0 0.0 -0.1
H -4.248629 4.548394 0.486645 -0.1 0.0 -0.1
H -4.930389 4.361473 2.081611 -0.1 0.0 0.0
K -7.065712 4.246754 4.870603 -0.9 6.3 2.8
N -6.285463 -3.639292 2.001181 0.1 0.1 0.1
C -5.122301 -3.947399 2.650077 -0.1 -0.1 0.0
C -4.322397 -2.835864 2.634296 0.1 0.0 0.0
C -5.036707 -1.813469 1.951209 0.0 0.1 0.0
C -6.246245 -2.342091 1.575878 -0.1 0.0 -0.1
H -7.053231 -4.271933 1.859160 0.0 0.0 0.0
H -4.964217 -4.928611 3.064747 0.0 0.0 0.0
H -3.336004 -2.763356 3.065272 0.0 0.0 0.0
H -4.701508 -0.806665 1.759141 -0.1 0.0 0.0
H -7.077087 -1.908693 1.044241 0.0 0.0 0.0
Be -3.081813 3.784347 4.070071 1.3 0.9 0.5
F 2.737351 -3.503254 -2.758872 -0.3 0.1 0.6
Br 3.860335 -4.137247 2.656220 0.3 -0.9 -0.1
C 8.991505 2.378308 -1.123979 0.2 0.2 -0.2
O 8.677445 1.427786 -0.103766 -0.1 0.0 0.0
C 7.585952 0.707707 -0.344447 0.1 -0.1 0.2
O 6.867853 0.783851 -1.304503 -0.1 0.3 -0.3
O 7.395346 -0.138424 0.668783 0.0 0.0 0.1
C 6.256298 -0.978436 0.472313 0.1 -0.4 -0.1
H 9.894211 2.898324 -0.814567 0.0 -0.1 0.2
H 9.183973 1.876314 -2.071028 -0.1 0.0 0.0
H 8.187919 3.105825 -1.232444 -0.1 -0.1 -0.1
H 6.392558 -1.596667 -0.415374 -0.1 0.2 -0.1
H 5.344802 -0.388046 0.391632 0.1 0.0 -0.2
H 6.174902 -1.627593 1.336146 0.3 0.1 0.1
C 4.072377 -0.245906 -4.383196 0.4 -0.3 -0.6
Cl 2.566374 -0.544416 -3.479794 -0.2 0.5 0.6
Cl 5.419443 -1.108295 -3.667375 -0.1 0.0 0.0
Cl 3.757336 -0.691835 -6.042866 0.9 0.2 0.3
H 4.297528 0.814517 -4.350548 -0.2 0.0 0.2
Be -2.060913 1.026747 -4.351998 1.4 -2.0 0.7
```
Positions in Å, forces in eV/Å.

Results
HOMO-LUMO gap, eV: 2.5519
Net charge: +2
HOMO, Ha: -0.4617


2.
A molecular structure, C30H40I2N9OPPdS2. Source: the Open Molecules 2025 dataset; level of theory: wB97M-V/def2-TZVPD.

Geometry as XYZ:
```
86
Properties=species:S:1:pos:R:3:forces:R:3
Pd -0.160628 -0.054163 -0.041952 -0.1 -0.4 0.3
I 1.070766 5.200527 -0.064912 -0.1 0.0 0.0
C 2.291005 3.521899 -0.134090 0.0 -0.2 0.0
C 3.676588 3.682036 -0.044717 0.2 -0.2 0.0
C 4.532688 2.604528 -0.068951 -0.2 0.0 0.0
I 6.588635 2.939624 0.079289 0.0 0.0 0.0
C 4.002596 1.292758 -0.180163 0.3 0.0 0.0
C 4.773351 0.104224 -0.209842 -0.1 -0.2 0.0
C 4.166776 -1.122986 -0.309284 -0.1 0.3 0.0
C 2.761722 -1.179936 -0.372245 0.0 0.3 0.0
N 2.029673 -0.087971 -0.349227 0.3 -0.3 0.0
C 2.602120 1.139363 -0.263738 -0.1 -0.1 0.0
C 1.675168 2.263537 -0.252653 0.1 0.2 0.0
O 0.420469 2.078142 -0.326103 -0.1 0.0 -0.1
H 4.077814 4.682233 0.046399 0.0 0.0 0.0
H 5.850354 0.180793 -0.152219 0.0 0.0 0.0
H 4.743321 -2.036285 -0.332667 0.0 0.0 0.0
H 2.212668 -2.114339 -0.427212 0.0 0.0 0.0
N -3.150823 0.012676 -1.619669 -0.1 -0.1 0.0
C -3.236202 0.554569 -0.375451 0.0 0.0 0.0
N -2.251842 0.540463 0.474912 -0.2 0.1 -0.1
C -2.621486 1.091312 1.685044 0.1 0.0 0.1
C -3.905872 1.516088 1.748728 0.1 -0.1 -0.1
S -4.706492 1.212779 0.251182 0.0 0.0 0.0
C -1.611217 1.226521 2.746637 -0.2 0.0 0.1
C -1.857414 1.617943 4.022693 0.1 0.0 -0.1
S -0.369653 1.794872 4.876263 0.0 0.0 0.0
C 0.475563 1.325241 3.437940 0.1 -0.1 -0.1
N -0.285938 1.024590 2.436090 -0.1 0.1 -0.2
N 1.838829 1.194462 3.393937 0.0 0.0 0.0
H -2.218252 -0.252357 -1.903489 0.1 0.0 0.0
H -3.755023 0.363593 -2.341844 0.0 0.0 0.0
H -4.401367 2.023509 2.554308 -0.1 0.0 0.1
H -2.797751 1.836179 4.491962 -0.1 0.0 0.1
H 2.372759 1.785116 4.010251 0.0 0.0 0.0
H 2.199324 1.156705 2.449096 0.0 0.0 0.0
N -0.345649 -2.064125 0.021061 0.0 0.4 -0.1
P -0.748402 -3.149531 1.061906 0.1 0.1 -0.3
N -2.320027 -3.109071 1.625898 0.1 -0.1 0.0
C -3.367247 -2.546497 0.790742 0.0 0.1 0.0
C -4.443161 -3.576397 0.474511 0.0 0.0 -0.1
C -5.039486 -4.120883 1.765992 0.0 0.0 0.0
C -3.935909 -4.699731 2.642437 0.0 0.0 0.0
C -2.810875 -3.691698 2.864318 0.0 -0.1 0.1
N -0.388835 -4.660435 0.427565 -0.1 0.1 0.1
C -0.829636 -5.861415 1.119731 0.0 0.0 0.0
C 0.110260 -7.020957 0.814810 0.0 0.0 0.0
C 0.204829 -7.246309 -0.689177 0.0 0.0 0.0
C 0.606219 -5.953758 -1.391055 0.0 0.0 0.0
C -0.340064 -4.820031 -1.020246 0.0 0.0 -0.1
N 0.112435 -3.145382 2.479788 0.0 -0.2 0.2
C -0.132241 -2.142167 3.510642 0.1 0.2 0.0
C 0.106044 -2.748917 4.889609 0.0 0.0 -0.1
C 1.532054 -3.285214 4.981246 0.0 0.0 0.0
C 1.842426 -4.227441 3.819914 0.0 0.0 0.0
C 1.509242 -3.571930 2.485232 0.0 0.0 0.0
H -2.912900 -2.156780 -0.116950 0.0 0.0 0.0
H -3.826870 -1.700634 1.322293 0.0 0.0 0.0
H -3.995522 -4.393671 -0.101984 0.0 0.0 0.0
H -5.212806 -3.118237 -0.151146 0.0 0.0 0.0
H -5.801658 -4.875693 1.562553 0.0 0.0 0.0
H -5.537691 -3.303279 2.298606 0.0 0.0 0.0
H -3.526478 -5.593660 2.165665 0.0 0.0 0.0
H -4.331498 -5.007443 3.613360 0.0 0.0 0.0
H -1.982286 -4.166460 3.386031 0.0 0.0 0.0
H -3.181534 -2.884288 3.513888 0.0 0.0 0.0
H -1.851342 -6.128173 0.807273 0.0 0.0 0.0
H -0.854133 -5.667306 2.192825 0.0 0.0 0.0
H -0.238985 -7.922232 1.323658 0.0 0.0 0.0
H 1.099939 -6.780132 1.216386 0.0 0.0 0.0
H -0.775761 -7.563895 -1.061719 0.0 0.0 0.0
H 0.904958 -8.050980 -0.919359 0.0 0.0 0.0
H 0.612479 -6.087115 -2.474901 0.0 0.0 0.0
H 1.619939 -5.670356 -1.091932 0.0 0.0 0.0
H -1.345333 -5.040610 -1.413362 0.0 0.0 0.0
H -0.016604 -3.874671 -1.452434 0.0 0.0 0.0
H -1.133011 -1.719813 3.400325 0.0 -0.1 0.0
H 0.579502 -1.314366 3.370637 -0.1 0.0 0.0
H -0.602750 -3.562073 5.064872 -0.1 0.0 0.0
H -0.071486 -1.992383 5.656620 0.0 0.0 0.0
H 1.692218 -3.789788 5.936070 0.0 0.0 0.0
H 2.229644 -2.441915 4.948582 0.0 0.0 0.0
H 1.260856 -5.149105 3.917706 0.0 0.0 0.0
H 2.898003 -4.507295 3.833554 0.0 0.0 0.0
H 1.675407 -4.254496 1.652639 0.0 0.0 0.0
H 2.157697 -2.695810 2.339617 0.0 0.0 0.0
```
Positions in Å, forces in eV/Å.

Results
HOMO-LUMO gap (spin up / spin down), eV: 7.2038 / 6.1300
Multiplicity: 3
⟨S²⟩: 2.01
HOMO (spin up / spin down), Ha: -0.2504 / -0.2508


E_tot for the records above, in order: -208320.6901, -97860.2834 eV